{"formula": "C3H13NO2", "method": "wB97M-V/def2-TZVPD", "elements": ["C", "N", "C", "C", "H", "H", "H", "H", "H", "H", "H", "H", "H", "H", "H", "O", "H", "H", "O"], "positions_angstrom": [[0.5094, 1.0994, 0.5773], [-0.7572, 0.3730, 0.7110], [-0.6212, -0.9466, 1.2797], [-1.9548, 1.1014, 1.0578], [1.0930, 0.6242, -0.2126], [1.0925, 1.1118, 1.4992], [0.3044, 2.1266, 0.2757], [-1.0087, -1.7101, 0.5970], [0.4188, -1.1688, 1.4899], [-1.1526, -1.0084, 2.2297], [-1.7298, 2.1569, 1.2196], [-2.4189, 0.6905, 1.9565], [-2.6952, 1.0867, 0.2403], [3.3801, -1.2041, -2.0543], [2.4322, -0.1854, -2.5905], [3.3213, -0.2565, -2.2249], [-0.0430, -0.5614, -2.2833], [-0.4818, -1.8961, -1.7296], [0.3114, -1.4332, -2.0385]], "forces_ev_per_a": [[-0.85, -0.21, -0.23], [0.62, 0.20, -0.30], [-0.25, 0.20, -0.16], [0.05, 0.20, -0.42], [0.22, 0.07, 0.11], [0.15, 0.04, 0.20], [0.05, -0.01, 0.00], [-0.01, -0.17, 0.20], [0.23, -0.08, -0.11], [-0.16, -0.19, 0.16], [0.03, 0.00, 0.18], [-0.09, 0.09, 0.09], [0.02, -0.15, 0.25], [0.12, 0.08, 0.09], [0.06, 0.09, 0.03], [-0.18, -0.21, -0.09], [0.18, -0.33, 0.19], [0.35, 0.03, -0.03], [-0.53, 0.35, -0.17]], "nbo_charge": [-0.403, -0.473, -0.396, -0.399, 0.204, 0.169, 0.195, 0.172, 0.201, 0.176, 0.193, 0.181, 0.179, 0.470, 0.468, -0.936, 0.472, 0.476, -0.947], "homo_ev": -8.04, "gap_ev": 8.6, "charge": 0, "energy_ha": -327.29144, "de_lowest_kcal_mol": 31.6}